69
Properties=species:S:1:pos:R:3:mulliken_spin:R:1 method="wB97M-V/def2-TZVPD" spin_multiplicity=6 homo_lumo_gap_ev="3.4 / 4.1" s2=8.78 charge=+4 homo_ha="-0.6058 / -0.7294"
Ir 0.287 -0.183 0.729 1.507
P -1.649 -1.443 0.591 0.152
P 1.609 -0.770 2.526 0.173
P 1.330 -1.509 -0.552 0.163
H -0.291 4.134 0.009 0.011
C -0.645 3.475 -0.792 0.121
C -1.670 2.636 -0.626 -0.087
H -1.607 1.811 0.005 0.126
C -3.129 -0.554 1.127 0.035
C -1.681 -2.911 1.699 0.037
C -2.140 -1.986 -1.064 0.077
C 2.772 0.638 2.592 0.042
C 0.508 -0.626 3.986 0.044
C 2.602 -2.265 2.855 0.016
C 0.854 -1.528 -2.275 0.158
C 1.394 -3.290 -0.208 0.000
C 3.074 -1.032 -0.605 0.033
H -0.308 3.754 -1.809 0.012
H -2.604 2.754 -1.193 0.021
H -3.271 0.386 0.577 -0.003
H -3.112 -0.355 2.208 -0.001
H -3.991 -1.202 0.909 0.002
H -1.593 -2.585 2.745 0.000
H -0.895 -3.637 1.467 -0.006
H -2.660 -3.394 1.555 0.007
H -2.092 -1.166 -1.792 -0.024
H -3.189 -2.291 -1.002 0.006
H -1.537 -2.830 -1.407 0.001
H 2.739 1.098 3.588 0.012
H 2.420 1.379 1.864 0.014
H 3.793 0.319 2.345 0.000
H 0.755 -1.409 4.721 0.004
H -0.529 -0.794 3.668 -0.001
H 0.614 0.362 4.461 0.004
H 3.414 -2.360 2.132 -0.003
H 1.968 -3.154 2.778 -0.001
H 3.062 -2.240 3.857 0.010
H 1.334 -2.409 -2.728 0.005
H 1.182 -0.614 -2.779 -0.043
H -0.225 -1.612 -2.430 -0.050
H 1.598 -3.773 -1.169 0.001
H 0.453 -3.688 0.180 -0.005
H 2.211 -3.510 0.481 0.000
H 3.426 -1.280 -1.612 0.012
H 3.662 -1.607 0.112 0.000
H 3.189 0.043 -0.433 0.002
C -0.747 1.061 -3.502 0.316
C 0.524 1.695 -3.208 0.407
C 1.548 1.690 -4.172 0.433
C 1.436 1.002 -5.396 0.184
C 0.212 0.365 -5.660 0.429
C -0.830 0.469 -4.752 0.260
O -2.042 1.154 -2.978 0.161
H -2.142 1.140 -2.069 0.001
H 0.776 2.096 -2.228 0.146
H 2.420 2.347 -4.019 0.008
H 2.237 1.041 -6.151 0.004
H 0.018 -0.165 -6.591 0.010
H -1.813 0.099 -4.999 -0.002
N -2.147 2.675 3.153 0.001
C -1.179 3.351 2.274 0.006
C -0.281 2.269 1.725 0.005
O 0.830 2.417 1.207 0.056
O -0.854 1.092 1.720 -0.010
H -2.855 2.158 2.619 0.000
H -2.638 3.331 3.743 0.000
H -1.684 1.991 3.761 0.000
H -1.664 3.860 1.441 -0.004
H -0.554 4.080 2.792 0.000


69
Properties=species:S:1:pos:R:3:mulliken_spin:R:1 method="wB97M-V/def2-TZVPD" spin_multiplicity=3 homo_lumo_gap_ev="1.5 / 2.6" s2=2.46 charge=+4 homo_ha="-0.6334 / -0.6771"
Mo -0.849 -0.067 0.319 1.991
P -3.024 -0.240 1.314 -0.192
P 0.350 -0.573 2.375 -0.105
P -1.589 0.758 -1.789 -0.122
H 7.518 -2.903 -3.303 0.001
C 7.373 -2.144 -4.084 -0.093
C 8.002 -0.937 -4.013 -0.077
H 8.667 -0.690 -3.174 0.001
C -3.521 -1.999 1.106 0.003
C -3.227 0.037 3.091 0.024
C -4.451 0.632 0.629 0.016
C 2.147 -0.647 2.077 0.000
C 0.264 0.187 4.017 0.015
C -0.042 -2.327 2.792 0.010
C -0.193 0.967 -2.942 0.006
C -2.658 2.173 -2.151 0.019
C -2.541 -0.596 -2.605 0.010
H 6.758 -2.410 -4.954 0.002
H 7.904 -0.196 -4.819 0.000
H -4.484 -2.133 1.624 -0.007
H -2.778 -2.684 1.539 -0.006
H -3.648 -2.245 0.041 -0.003
H -4.291 -0.102 3.348 -0.005
H -2.955 1.076 3.321 -0.002
H -2.624 -0.652 3.702 0.000
H -5.362 0.280 1.146 -0.006
H -4.579 0.457 -0.450 -0.001
H -4.319 1.706 0.820 0.001
H 2.676 -0.776 3.034 -0.001
H 2.472 0.291 1.611 0.003
H 2.412 -1.466 1.394 0.003
H 0.401 -0.579 4.802 -0.003
H -0.707 0.674 4.171 -0.004
H 1.058 0.941 4.110 0.002
H 0.522 -2.566 3.706 0.005
H 0.267 -3.005 1.981 0.001
H -1.116 -2.473 2.981 -0.003
H -0.566 1.340 -3.910 -0.002
H 0.355 0.025 -3.095 0.009
H 0.512 1.694 -2.519 0.004
H -2.935 2.149 -3.221 -0.002
H -2.120 3.105 -1.932 0.000
H -3.576 2.153 -1.545 -0.003
H -2.980 -0.181 -3.525 0.006
H -3.351 -0.975 -1.964 0.001
H -1.877 -1.434 -2.864 0.002
C 1.357 -2.180 -1.436 0.296
C 2.338 -1.201 -1.322 -0.009
C 3.543 -1.393 -2.000 0.164
C 3.720 -2.537 -2.783 0.174
C 2.709 -3.510 -2.895 0.143
C 1.516 -3.334 -2.213 -0.001
Se -0.390 -2.255 -0.582 -0.184
H 0.597 0.568 -0.125 -0.113
H 2.175 -0.299 -0.728 0.005
H 4.331 -0.641 -1.910 0.003
H 4.661 -2.670 -3.312 0.046
H 2.846 -4.400 -3.505 0.006
H 0.690 -4.046 -2.247 -0.002
N -1.296 5.023 3.170 0.000
C -1.151 4.778 1.726 -0.005
C -1.595 3.336 1.613 0.006
O -2.730 3.089 2.087 -0.001
O -0.693 2.577 1.178 -0.024
H -2.290 4.842 3.420 0.000
H -1.008 5.976 3.391 0.000
H -0.695 4.360 3.701 0.000
H -1.819 5.414 1.152 -0.001
H -0.111 4.860 1.432 0.001


75
Properties=species:S:1:pos:R:3:mulliken_charge:R:1 method="wB97M-V/def2-TZVPD" homo_lumo_gap_ev=6.8 charge=-1 homo_ha=-0.1672
N 4.978 -2.374 -1.634 -0.651
C 5.074 -2.310 -2.948 0.626
N 5.724 -3.436 -3.654 -0.623
N 4.639 -1.184 -3.783 -0.317
C 3.322 -0.627 -3.365 -0.528
C 2.063 -1.204 -4.209 -0.448
C 0.800 -0.171 -4.214 -0.716
C -0.303 -0.530 -3.101 0.194
O -1.507 -1.113 -3.705 -0.352
C -2.369 -1.624 -2.692 0.640
O -3.060 -0.867 -1.945 -0.575
O -2.540 -3.033 -2.476 -0.136
C -3.320 -3.613 -3.574 0.525
O -3.748 -4.811 -3.416 -0.684
O -3.570 -2.918 -4.746 -0.694
H 5.367 -3.260 -1.272 0.192
H 5.771 -4.285 -3.081 0.250
H 5.235 -3.631 -4.538 0.251
H 4.647 -1.518 -4.756 0.278
H 3.355 0.506 -3.616 0.241
H 3.121 -0.679 -2.236 0.233
H 2.404 -1.272 -5.315 0.355
H 1.783 -2.234 -3.800 0.238
H 0.269 -0.285 -5.237 0.365
H 1.172 0.914 -4.126 0.256
H -0.639 0.428 -2.515 0.074
H 0.098 -1.246 -2.282 0.021
C -1.881 7.015 0.346 -0.726
O -0.745 6.504 1.026 -0.340
C -1.082 5.812 2.231 -0.820
C -0.754 4.322 2.096 -0.161
N -1.668 3.668 1.160 -0.305
C -1.259 2.309 0.796 -0.675
C 0.052 2.157 0.009 -0.075
O 0.000 2.702 -1.308 -0.420
C 0.310 4.085 -1.383 -0.653
H -1.530 7.618 -0.494 0.239
H -2.495 6.201 -0.051 0.316
H -2.481 7.649 1.004 0.339
H -2.129 5.964 2.517 0.410
H -0.457 6.236 3.023 0.393
H -0.839 3.846 3.078 0.368
H 0.284 4.241 1.759 0.182
H -1.727 4.222 0.313 0.143
H -2.066 1.894 0.184 0.341
H -1.207 1.697 1.703 0.267
H 0.224 1.083 -0.123 0.005
H 0.922 2.533 0.559 0.333
H 1.031 4.394 -0.622 0.319
H -0.603 4.680 -1.307 0.185
H 0.742 4.281 -2.367 0.305
C 1.084 -1.517 1.329 -1.037
O -0.335 -1.515 1.355 -0.029
C -0.902 -2.802 1.089 -0.729
C -1.614 -3.334 2.335 -0.293
N -0.650 -3.688 3.378 -0.328
C -1.268 -3.965 4.675 -0.679
C -1.979 -2.798 5.379 -0.477
O -1.101 -1.760 5.802 -0.452
C -0.828 -0.777 4.813 -0.542
H 1.426 -0.484 1.430 0.247
H 1.488 -2.094 2.167 0.400
H 1.458 -1.917 0.383 0.377
H -0.156 -3.515 0.721 0.435
H -1.644 -2.662 0.297 0.237
H -2.196 -4.220 2.063 0.417
H -2.303 -2.557 2.679 0.151
H 0.008 -2.925 3.494 0.082
H -0.467 -4.315 5.334 0.366
H -1.970 -4.799 4.565 0.403
H -2.425 -3.198 6.296 0.352
H -2.812 -2.395 4.793 0.345
H -1.671 -0.623 4.134 0.289
H 0.069 -1.047 4.251 0.176
H -0.619 0.166 5.323 0.307


70
Properties=species:S:1:pos:R:3:mulliken_charge:R:1 method="wB97M-V/def2-TZVPD" homo_lumo_gap_ev=7.0 charge=0 homo_ha=-0.2892
N -3.108 0.617 2.131 -0.495
C -2.115 -0.391 2.521 -1.358
C -0.749 -0.155 1.953 0.576
C 0.279 0.540 2.438 0.798
C 0.426 1.272 3.725 -1.122
C 1.233 0.496 4.827 0.467
N 2.665 0.535 4.592 -0.651
N 0.983 1.092 6.138 -0.788
N 0.786 -0.892 4.840 -0.455
C 1.376 0.481 1.422 0.398
O 2.446 0.998 1.440 -0.542
O 0.960 -0.289 0.362 -0.223
C -0.350 -0.683 0.615 0.191
O -0.958 -1.354 -0.154 -0.517
H -2.952 1.471 2.656 0.273
H -3.011 0.860 1.150 0.235
H -2.476 -1.372 2.204 0.345
H -2.037 -0.402 3.609 0.465
H 0.945 2.217 3.536 0.362
H -0.568 1.506 4.117 0.358
H 2.881 0.213 3.654 0.243
H 3.022 1.480 4.664 0.325
H -0.008 1.006 6.348 0.280
H 1.161 2.092 6.111 0.292
H 0.424 -1.109 5.763 0.250
H 1.602 -1.487 4.740 0.255
C -3.722 -1.932 -2.088 -1.379
C -5.222 -1.881 -2.330 -0.362
N -5.985 -1.709 -1.105 0.155
C -7.410 -1.930 -1.265 -0.704
C -8.193 -0.959 -2.158 -0.977
C -5.594 -0.590 -0.266 -0.537
C -5.593 0.809 -0.896 -1.071
H -3.480 -2.659 -1.312 0.285
H -3.207 -2.222 -3.004 0.510
H -3.318 -0.968 -1.781 0.205
H -5.547 -2.827 -2.773 0.470
H -5.432 -1.103 -3.083 0.246
H -7.858 -1.937 -0.268 0.357
H -7.535 -2.942 -1.663 0.422
H -8.306 0.022 -1.697 0.216
H -9.194 -1.353 -2.340 0.401
H -7.711 -0.825 -3.127 0.280
H -4.593 -0.795 0.120 0.194
H -6.247 -0.595 0.609 0.309
H -5.070 0.818 -1.854 0.240
H -5.077 1.509 -0.234 0.408
H -6.598 1.195 -1.059 0.323
C 5.632 3.115 -2.356 -1.397
C 6.138 1.817 -2.968 -0.347
N 6.490 0.822 -1.972 0.140
C 7.266 -0.285 -2.501 -0.697
C 6.603 -1.199 -3.538 -0.967
C 5.432 0.474 -1.034 -0.853
C 4.099 -0.025 -1.602 -0.139
H 6.338 3.488 -1.613 0.334
H 5.515 3.871 -3.133 0.431
H 4.662 2.989 -1.873 0.255
H 7.046 2.027 -3.541 0.469
H 5.394 1.456 -3.696 0.262
H 7.600 -0.889 -1.653 0.347
H 8.170 0.143 -2.946 0.405
H 5.836 -1.833 -3.095 0.219
H 7.355 -1.855 -3.983 0.404
H 6.146 -0.627 -4.346 0.274
H 5.228 1.351 -0.414 0.322
H 5.840 -0.276 -0.351 0.334
H 3.741 0.616 -2.411 0.249
H 3.343 -0.004 -0.820 -0.242
H 4.159 -1.043 -1.984 0.247